# CHFINO2

A cluster of 2 separate species, CHFINO2 in total (ωB97M-V/def2-TZVPD, the Open Molecules 2025 dataset).

XYZ file:
```
7
CHFINO2 (ωB97M-V/def2-TZVPD)
C 0.13 -0.79 0.11
N -0.54 1.10 -0.20
O 0.38 1.79 -0.32
O -1.69 1.20 -0.15
F -0.23 -0.69 1.37
I 2.19 -0.95 -0.35
H -0.23 -1.67 -0.46
```

Energy relative to the best compared isomer or geometry (same formula, charge and spin) in kcal/mol: 40.3
Charge: 0
Energy in eV: -17451.2157
Largest force on an atom in eV/A: 6.37
HOMO-LUMO gap (alpha / beta) in eV: 9.220 / 9.221